No. 1
DFT (wB97M-V/def2-TZVPD) results for 2 unconnected molecules or ions with the total composition C4H16N4.

Geometry as XYZ:
```
24
Properties=species:S:1:pos:R:3:mulliken_charge:R:1
N -3.1758 1.2935 0.2196 -0.623
C -2.1679 1.2026 -0.8225 -0.561
C -1.0018 2.1057 -0.5063 -0.078
N 0.0590 1.8276 -1.4455 -0.661
H -2.7842 0.8810 1.0944 0.230
H -3.9621 0.7853 -0.0975 0.243
H -2.5063 1.4907 -1.8065 0.403
H -1.8030 0.1922 -1.0553 0.209
H -1.3009 3.1555 -0.6305 0.363
H -0.7383 1.8703 0.5737 0.057
H 0.8788 2.4457 -1.3590 0.255
H 0.3790 0.8824 -1.2758 0.178
N 0.9006 0.1591 1.3442 -0.431
C 1.5953 -0.7810 0.4702 -0.409
C 1.2933 -2.2249 0.6366 -0.542
N 1.8966 -3.0764 -0.3960 -0.571
H 1.1839 1.0932 1.0754 0.249
H 0.9826 -0.0318 2.3595 0.182
H 2.6922 -0.5825 0.6042 0.196
H 1.3573 -0.5881 -0.5942 0.322
H 1.5452 -2.5053 1.7140 0.237
H 0.2384 -2.3717 0.5466 0.311
H 2.8959 -3.1758 -0.3931 0.195
H 1.5421 -4.0473 -0.2561 0.244
```

Summary:
* net charge: 0
* ΔE to the lowest compared entry with this formula, charge and spin: 22.07 kcal per mole
* SMILES: NCCN.NCCN
* LUMO energy: 0.03605 hartree
* multiplicity: 1
* highest occupied orbital energy: -9.0 eV


No. 2
DFT (wB97M-V/def2-TZVPD) results for C7H6Cl3O3P in the gas phase.

Geometry as XYZ:
```
20
Properties=species:S:1:pos:R:3:mulliken_charge:R:1
C 2.7231 -1.1584 0.0772 -0.600
C 3.0597 0.1640 -0.0916 -0.626
C 1.4261 -1.5644 -0.2903 -0.565
C 2.0900 1.0488 -0.5625 -0.358
C 0.4577 -0.6647 -0.7781 0.585
C 0.8344 0.6670 -0.9087 0.640
C -0.8944 -1.1465 -0.9102 0.287
O -4.0626 0.2840 1.2762 -0.460
O -2.5858 2.3228 1.1253 -0.495
O -1.5540 -0.0376 1.4416 -0.478
P -2.6317 0.7318 0.7548 0.667
Cl -0.3032 1.8722 -1.4250 -0.240
Cl -2.2240 -0.3822 -1.5300 -0.050
Cl -1.3482 -2.6855 -0.1955 -0.164
H 3.5004 -1.8428 0.2605 0.421
H 3.9223 0.5494 0.3098 0.454
H 1.2502 -2.6485 0.0757 0.151
H 2.3105 2.2137 -0.7131 0.169
H -3.8588 -0.6086 1.5341 0.336
H -2.1117 2.8855 0.5496 0.326
```

Summary:
* net charge: 0
* ΔE to the lowest compared entry with this formula, charge and spin: 0.00 kcal per mole
* LUMO energy (spin up / spin down): -0.02700 / -0.03869 hartree
* multiplicity: 1
* highest occupied orbital energy (spin up / spin down): -7.7 / -7.8 eV


No. 3
DFT (wB97M-V/def2-TZVPD) results for 2 unconnected molecules or ions with the total composition C2H4OS2.

Geometry as XYZ:
```
9
Properties=species:S:1:pos:R:3:mulliken_charge:R:1
C 1.0211 -0.1237 1.2377 -0.513
C -2.8221 -0.3781 -0.0239 0.122
O -3.3192 -1.2419 0.6138 -0.407
S 1.9270 -0.8725 0.0707 -0.017
S -1.1533 0.3687 0.1530 -0.210
H 0.5610 -0.6694 2.0548 0.345
H -3.4370 0.1800 -0.8956 0.220
H 2.3057 0.1234 -0.6963 0.163
H 1.4152 0.9045 1.5335 0.297
```

Summary:
* net charge: 0
* ΔE to the lowest compared entry with this formula, charge and spin: 61.73 kcal per mole
* LUMO energy (spin up / spin down): -0.04830 / -0.04843 hartree
* multiplicity: 1
* highest occupied orbital energy (spin up / spin down): -8.8 / -8.8 eV


No. 4
DFT (wB97M-V/def2-TZVPD) results for C17H22N4O5 in the gas phase.

Geometry as XYZ:
```
48
Properties=species:S:1:pos:R:3:mulliken_charge:R:1
C -5.2845 -2.6122 -2.9244 0.110
C -5.3377 -1.4781 -3.3018 -0.353
C -5.4062 -0.0956 -3.7653 -0.533
O -4.9892 0.8299 -2.7454 -0.336
C -3.6607 0.9543 -2.5904 0.752
O -2.8430 0.3909 -3.2649 -0.550
C -3.3424 1.9189 -1.4666 -0.888
N -1.9285 1.9887 -1.2148 -0.156
C -1.3734 1.2355 -0.2190 0.261
O -2.0267 0.7247 0.6688 -0.684
C 0.1325 1.0497 -0.3215 -0.125
C 0.4086 -0.1507 -1.2383 -0.620
C 1.8945 -0.3746 -1.4839 -0.485
C 2.1477 -1.5620 -2.3878 -0.761
O 1.6862 -2.7333 -1.7466 -0.285
C 1.8572 -3.8780 -2.5462 -0.755
N 0.6540 0.8648 1.0108 -0.117
C 1.8211 1.4034 1.4063 0.073
O 2.5626 2.0548 0.6864 -0.709
C 2.1543 1.1687 2.8555 0.667
C 3.2201 1.8449 3.4344 -0.206
N 3.5343 1.6869 4.7138 -0.605
C 2.7852 0.8462 5.4274 0.698
C 3.1381 0.6547 6.8698 -1.129
C 1.7128 0.1787 4.8373 -0.305
N 1.3929 0.3413 3.5621 -0.460
H -5.2326 -3.6186 -2.5854 0.405
H -4.7877 0.0341 -4.6524 0.310
H -6.4330 0.1799 -3.9931 0.299
H -3.7506 2.8978 -1.7228 0.377
H -3.8387 1.5808 -0.5581 0.344
H -1.3366 2.2048 -2.0011 0.306
H 0.6003 1.9465 -0.7349 0.535
H -0.0318 -1.0413 -0.7846 0.264
H -0.1078 0.0041 -2.1917 0.262
H 2.3411 0.5152 -1.9352 0.365
H 2.4130 -0.5380 -0.5370 0.233
H 1.6230 -1.4346 -3.3468 0.378
H 3.2199 -1.6542 -2.6074 0.470
H 1.4836 -4.7314 -1.9843 0.236
H 1.2971 -3.7953 -3.4854 0.316
H 2.9147 -4.0431 -2.7856 0.292
H 0.0843 0.3737 1.6861 0.368
H 3.8173 2.5228 2.8390 0.484
H 2.4583 -0.0403 7.3596 0.331
H 4.1557 0.2731 6.9562 0.288
H 3.1032 1.6111 7.3915 0.292
H 1.0977 -0.4996 5.4175 0.344
```

Summary:
* net charge: 0
* ΔE to the lowest compared entry with this formula, charge and spin: 45.21 kcal per mole
* SMILES: C#CCOC(=O)CNC(=O)[C@H](CCCOC)NC(=O)c1cnc(C)cn1
* LUMO energy: 0.01128 hartree
* multiplicity: 1
* highest occupied orbital energy: -9.5 eV


No. 5
DFT (wB97M-V/def2-TZVPD) results for a molecular structure, C25H34F6NO22PS.

Geometry as XYZ:
```
90
Properties=species:S:1:pos:R:3:mulliken_charge:R:1
C 1.0115 5.2486 2.4513 -1.128
C -0.4788 4.9891 2.7795 -0.271
N -0.8832 3.5925 2.5463 0.189
C -1.1959 3.3771 1.1666 -0.188
O -0.8952 2.0740 0.6183 -0.449
S -1.4917 2.1834 -0.8955 1.083
O -1.5714 0.9268 -1.6210 -0.601
O -0.7852 3.1699 -1.7225 -0.609
O -2.9349 2.7715 -0.4150 -0.421
C -2.6169 3.7488 0.6294 0.307
P -3.9695 4.2510 1.7973 0.277
C -5.0603 2.8011 2.1819 -1.036
C -5.0086 5.3951 0.7216 -0.700
C -4.3153 6.7885 0.7322 -0.864
H 1.6202 4.3960 2.7660 0.273
H 1.1361 5.3585 1.3672 0.302
H 1.3806 6.1663 2.9142 0.406
H -0.6443 5.1932 3.8398 0.426
H -1.1295 5.6115 2.1588 0.039
H -0.1385 2.9851 2.8595 -0.044
H -0.5358 4.0492 0.5858 0.246
H -2.4432 4.6871 0.0767 0.315
H -5.7061 3.1148 3.0114 0.392
H -5.7400 2.5490 1.3602 0.337
H -4.5006 1.9340 2.5369 0.225
H -6.0450 5.4163 1.0527 0.479
H -4.9174 4.9977 -0.2971 0.321
H -4.8513 7.5008 1.3617 0.333
H -4.2157 7.2164 -0.2690 0.300
H -3.2934 6.6760 1.1152 0.125
C -0.4087 2.2195 -4.6528 0.077
C -1.4392 1.6535 -5.5902 0.364
O -0.6691 1.3371 -6.7428 -0.329
C 0.5888 1.0704 -6.3098 0.648
O 1.4206 0.5267 -6.9622 -0.572
O 0.7693 1.4949 -5.0419 -0.326
F -2.3801 2.5720 -5.9257 -0.284
H -0.2485 3.2868 -4.8155 0.205
H -0.6501 2.0522 -3.6048 -0.157
H -1.9326 0.7502 -5.2262 0.307
C -1.2943 -0.5300 3.2363 -0.548
C -0.8349 -1.1183 4.5417 0.631
O 0.3175 -0.3447 4.8443 -0.347
C 0.1270 0.8696 4.2703 0.639
O 0.7574 1.8433 4.5273 -0.572
O -0.8845 0.8366 3.3730 -0.123
F -0.4694 -2.4209 4.4105 -0.301
H -0.7929 -0.9805 2.3774 0.320
H -2.3707 -0.6022 3.0977 0.319
H -1.5595 -1.0233 5.3481 0.019
C 2.5641 -3.8663 4.1685 -0.102
C 2.1205 -5.1043 4.9014 0.313
O 3.2400 -5.9607 4.7609 -0.325
C 4.3388 -5.1611 4.6512 0.602
O 5.4542 -5.5308 4.7783 -0.483
O 3.9774 -3.8798 4.3852 -0.335
F 1.0428 -5.6812 4.3124 -0.289
H 2.3585 -3.9295 3.0983 0.253
H 2.1162 -2.9577 4.5635 0.035
H 1.9112 -4.9511 5.9621 0.314
C -3.8145 1.7459 8.2130 -0.484
C -2.4783 1.4524 7.5827 0.342
O -2.8025 0.4289 6.6503 -0.275
C -4.0998 0.6285 6.2828 0.610
O -4.6061 0.1300 5.3355 -0.505
O -4.7190 1.4747 7.1355 -0.337
F -1.5914 0.9654 8.4819 -0.292
H -4.0280 1.0757 9.0473 0.290
H -3.9073 2.7754 8.5500 0.289
H -2.0307 2.2967 7.0541 0.291
C 3.3336 -1.9624 -7.7928 -0.178
C 2.9118 -3.1355 -6.9519 0.292
O 4.0311 -4.0055 -7.0521 -0.186
C 5.1253 -3.2137 -7.2539 0.612
O 6.2437 -3.5788 -7.1253 -0.489
O 4.7567 -1.9631 -7.6112 -0.336
F 1.8213 -3.7611 -7.4642 -0.291
H 3.1021 -2.1112 -8.8492 0.234
H 2.8933 -1.0266 -7.4614 0.100
H 2.7301 -2.8971 -5.9022 0.295
C 4.4631 -7.3435 -6.5850 -0.151
C 5.8260 -7.6528 -7.1453 0.326
O 5.9097 -9.0606 -6.9848 -0.329
C 4.6369 -9.5415 -7.0368 0.630
O 4.3541 -10.6798 -7.1947 -0.496
O 3.7356 -8.5386 -6.8910 -0.330
F 6.8130 -7.0666 -6.4279 -0.281
H 4.4891 -7.1999 -5.5033 0.235
H 4.0024 -6.4751 -7.0467 0.095
H 5.9489 -7.3999 -8.2004 0.302
```

Summary:
* net charge: 0
* LUMO energy: 0.00064 hartree
* multiplicity: 1
* highest occupied orbital energy: -9.1 eV


No. 6
DFT (wB97M-V/def2-TZVPD) results for C2H3Cl in the gas phase.

Geometry as XYZ:
```
6
Properties=species:S:1:pos:R:3:mulliken_charge:R:1
C 0.7079 0.4073 -0.0149 -0.836
C -0.3378 -0.5140 0.0700 -0.135
Cl -1.9976 0.0665 -0.0048 -0.160
H 1.6974 0.1626 -0.1244 0.373
H 0.2317 1.3874 0.0910 0.250
H -0.3015 -1.5098 -0.0169 0.508
```

Summary:
* net charge: 0
* ΔE to the lowest compared entry with this formula, charge and spin: 7.95 kcal per mole
* LUMO energy (spin up / spin down): 0.04330 / -0.08051 hartree
* multiplicity: 3
* highest occupied orbital energy (spin up / spin down): -6.2 / -11.5 eV